Record 1
The following is a DFT calculation (wB97M-V/def2-TZVPD) of a molecular structure, ClH6NSi2 at a distorted geometry.

Each line ends with the Löwdin charge.
Positions of all 10 atoms, in Å:
N1 -1.48699 0.40314 1.32389  -0.1471
Si1 1.29353 -0.10792 -0.99765  0.4431
Si2 -0.75232 -0.30454 -0.05135  0.3690
Cl1 -2.28732 1.01686 -1.91992  -0.3057
H1 -2.27753 0.91692 1.12354  -0.0229
H2 -0.93455 0.64647 2.12354  0.0238
H3 0.83348 0.64840 -2.29025  -0.0706
H4 2.35193 0.74134 -0.54839  -0.1414
H5 1.73182 -1.58474 -1.00031  -0.0904
H6 -1.67395 -1.42058 -0.66028  -0.0579

Cartesian forces (eV/Å) of the 6 atoms listed first:
2.93 -1.95 -0.32
0.08 -0.44 -1.73
-4.33 0.57 -1.73
1.38 -0.76 1.52
-2.03 1.31 -0.09
-0.18 0.45 0.19

## Properties
LUMO energy	-0.82	eV
HOMO	-0.3426	Eh
charge	0
energy above the lowest of the compared OMol25 structures with the same formula, charge and spin	52.5	kcal/mol


Record 2
The following is a DFT calculation (wB97M-V/def2-TZVPD) of a gas-phase ion, C4H11N2 (charge +1) at a distorted geometry.

Each line ends with the Löwdin charge.
Positions of all 17 atoms, in Å:
C1 1.60672 1.39885 0.25577  -0.0925
C2 0.75853 0.92718 -0.93609  -0.1927
C3 -0.29787 -0.07255 -0.49318  -0.2401
N1 -1.66309 0.27364 -0.12881  0.2235
C4 0.02611 -1.21838 0.05684  -0.0872
N2 -0.93980 -2.11243 0.67795  0.0567
H1 0.93160 1.69626 1.05900  0.0694
H2 2.14189 0.47617 0.64587  0.0899
H3 2.37244 2.23815 -0.03623  0.1268
H4 1.32208 0.58576 -1.76334  0.1068
H5 0.24476 1.85649 -1.22786  0.1154
H6 -2.32758 0.03513 -0.90620  0.2035
H7 -1.74996 1.24956 0.13386  0.1735
H8 -1.92783 -0.40450 0.63682  0.1621
H9 0.96496 -1.71168 -0.01635  0.1317
H10 -0.71073 -3.00715 0.40165  0.0663
H11 -0.75224 -2.21049 1.64030  0.0870

Cartesian forces (eV/Å) of the 6 atoms listed first:
1.82 -0.80 -0.08
-1.83 1.81 0.85
1.67 -0.05 1.07
-1.49 -0.46 -0.80
-0.33 -2.48 0.22
-0.53 2.88 -0.46

## Properties
LUMO energy	-3.48	eV
HOMO	-0.5303	Eh
SMILES	CC/C([NH3+])=C/N
charge	+1
energy above the lowest of the compared OMol25 structures with the same formula, charge and spin	50.0	kcal/mol


Record 3
The following is a DFT calculation (wB97M-V/def2-TZVPD) of C20H22N2O2S2 in the gas phase at a distorted geometry.

Each line ends with the Löwdin charge.
Positions of all 48 atoms, in Å:
C1 0.83004 3.76442 -6.77347  -0.0673
C2 0.21975 3.15836 -5.52236  -0.2649
O1 0.81956 1.88557 -5.32861  -0.0657
C3 0.58124 1.15315 -4.17656  -0.2492
C4 1.36274 0.03461 -4.01718  0.0035
C5 1.25454 -0.76119 -2.87973  -0.0064
C6 0.30016 -0.49588 -1.88864  -0.1225
C7 -0.50533 0.67672 -2.09137  -0.1457
C8 -0.33770 1.52017 -3.18429  0.0368
C9 -1.51932 1.00074 -1.09533  0.0087
C10 -1.62467 0.19825 0.01575  -0.0045
C11 -0.78902 -0.96988 0.23575  -0.1897
C12 -0.79474 -1.55935 1.49235  -0.0465
C13 -1.60197 -1.13252 2.69080  -0.0570
C14 -1.69125 -1.89553 3.80599  -0.4440
S1 -0.92681 -3.45513 4.06105  1.0044
C15 -1.35044 -3.46688 5.73947  -1.0547
S2 -0.70599 -4.64414 6.75136  0.5958
N1 -2.11151 -2.32956 6.09046  -0.0981
C16 -2.60395 -2.14263 7.41741  -0.2376
C17 -3.87823 -2.91778 7.55699  -0.0732
C18 -2.33907 -1.45308 5.04976  -0.4530
O2 -3.01858 -0.45517 5.23748  0.0813
N2 0.07005 -1.37995 -0.81165  0.0018
C19 0.65083 -2.75527 -0.78169  -0.1727
C20 2.06490 -2.70941 -0.16994  -0.0589
H1 1.90623 3.89249 -6.59780  0.0830
H2 0.38816 4.73784 -6.96824  0.0745
H3 0.68247 3.12451 -7.64900  0.0811
H4 0.41537 3.80188 -4.66771  0.1206
H5 -0.84652 3.03542 -5.63651  0.1163
H6 2.10392 -0.23026 -4.76052  0.1248
H7 1.91715 -1.57911 -2.77677  0.0897
H8 -0.96097 2.38470 -3.20830  0.1079
H9 -2.16612 1.86393 -1.18252  0.1140
H10 -2.38553 0.45550 0.72335  0.0965
H11 -0.16618 -2.42919 1.75936  0.0615
H12 -2.14351 -0.16729 2.71331  0.1218
H13 -2.77255 -1.07938 7.60731  0.1295
H14 -1.86760 -2.44561 8.12477  0.0912
H15 -4.24354 -2.87589 8.57274  0.0733
H16 -4.64547 -2.48946 6.86155  0.0997
H17 -3.72046 -3.96068 7.31215  0.0620
H18 -0.01081 -3.42309 -0.22111  0.1165
H19 0.66029 -3.19748 -1.77779  0.1140
H20 2.70048 -2.02266 -0.67618  0.0566
H21 2.54383 -3.69371 -0.22064  0.0838
H22 1.95692 -2.42069 0.85610  0.0608

Cartesian forces (eV/Å) of the 6 atoms listed first:
0.33 -0.23 0.27
0.24 -0.20 -0.18
0.17 -0.59 0.45
-0.56 1.78 -0.54
0.37 -0.82 0.67
-0.75 0.65 -0.03

## Properties
LUMO energy	-0.62	eV
HOMO	-0.2626	Eh
SMILES	CCOc1ccc2c(c1)C=C/C(=C\C=C1/SC(=S)N(CC)C1=O)N2CC
charge	0
energy above the lowest of the compared OMol25 structures with the same formula, charge and spin	28.6	kcal/mol